Here is a molecular structure, C24H25FN6O4PdS from the Open Molecules 2025 dataset. Energies are from ωB97M-V/def2-TZVPD.

XYZ file:
```
62
Properties=species:S:1:pos:R:3:forces:R:3:lowdin_spin:R:1
Pd 0.402232 -0.037365 4.261717 -0.02 -0.11 0.20 1.370
N 4.714218 0.629619 3.821446 0.09 -0.05 -0.05 0.015
C 3.463040 0.131693 4.126660 -0.14 -0.07 0.00 0.027
S 2.357707 1.247873 4.872881 0.01 0.13 0.04 0.228
N 3.242242 -1.110734 3.831655 0.18 0.00 -0.03 0.010
N 1.962903 -1.514868 4.157242 -0.17 0.04 0.01 0.098
C 1.774008 -2.764459 4.342895 0.07 0.08 -0.02 0.004
C 0.526343 -3.337177 4.800773 -0.04 0.00 0.02 0.004
C 0.328838 -4.708524 4.584083 -0.01 0.00 0.02 -0.002
C -0.797180 -5.368577 5.020752 0.01 -0.01 -0.01 0.002
C -1.755543 -4.635290 5.732575 -0.01 -0.02 0.00 -0.001
C -1.581354 -3.298725 5.988600 0.01 0.05 0.02 0.006
C -0.438668 -2.577380 5.538253 -0.02 -0.09 0.06 0.009
O -0.322210 -1.330406 5.848236 -0.04 0.12 -0.29 0.106
H 4.976313 1.451001 4.339842 -0.01 0.00 0.01 0.005
H 5.427203 -0.081065 3.754694 0.01 0.02 0.00 0.002
H 2.619658 -3.433570 4.171950 0.00 0.01 -0.02 0.005
H 1.101387 -5.255337 4.051680 0.00 0.00 -0.01 0.000
H -0.930916 -6.425514 4.833223 0.00 -0.01 0.00 0.000
H -2.649065 -5.130463 6.096670 0.00 -0.01 0.00 0.000
H -2.316787 -2.735148 6.548999 0.00 0.00 0.00 0.000
C -3.902182 2.135758 -1.825285 -0.02 0.00 -0.02 0.000
C -2.794977 3.078151 -1.377820 0.03 0.02 -0.05 0.000
N -1.824329 2.427184 -0.507733 0.07 0.00 0.02 0.000
C -2.019050 2.479892 0.841623 -0.01 -0.01 0.07 0.000
C -1.261747 1.882179 1.791900 -0.10 0.06 0.04 0.000
C -1.766316 2.073009 3.239301 0.10 0.09 0.11 0.006
O -2.558804 3.003965 3.391677 -0.07 -0.05 -0.06 0.008
O -1.370351 1.254709 4.111090 0.13 -0.07 -0.05 0.043
C -0.084634 1.172905 1.371937 0.19 -0.11 0.15 0.004
O 0.779813 0.660893 2.085610 -0.24 0.02 0.00 0.048
C 0.096929 1.070027 -0.093045 0.12 -0.06 -0.18 0.003
C 1.176878 0.321074 -0.559937 -0.06 0.07 -0.06 0.000
C 1.372592 0.177134 -1.905709 0.03 0.03 0.01 0.000
F 2.450463 -0.510054 -2.358661 -0.01 0.00 -0.02 0.000
C 0.491545 0.731969 -2.832809 -0.10 0.02 -0.02 0.000
C -0.579071 1.479657 -2.374553 0.01 -0.04 0.00 0.000
C -0.778646 1.679918 -1.003280 -0.02 -0.03 0.06 0.000
N 0.628883 0.559771 -4.245147 -0.02 0.06 0.03 0.000
C 1.182409 -0.677206 -4.766430 0.03 -0.08 0.00 0.000
C 0.869988 -0.721246 -6.276365 0.04 0.00 -0.02 0.000
N -0.223311 0.270284 -6.533469 -0.07 -0.01 -0.02 0.000
C 0.288495 1.672854 -6.357892 0.02 0.01 -0.02 0.000
C 1.064939 1.703408 -5.025585 0.06 0.03 -0.02 0.000
H -4.618928 2.659859 -2.458571 0.00 0.01 0.00 0.000
H -4.435677 1.742312 -0.960458 0.00 0.00 0.01 0.000
H -3.501637 1.287629 -2.382847 0.00 -0.01 0.00 0.000
H -3.208806 3.916356 -0.819812 -0.02 -0.02 0.01 0.000
H -2.267182 3.510987 -2.230111 -0.01 0.00 0.01 0.000
H -2.860622 3.069930 1.185859 -0.01 0.00 0.00 0.000
H 1.853774 -0.119188 0.161310 0.01 0.00 0.03 0.000
H -1.277199 1.874803 -3.100581 0.01 -0.01 -0.01 0.000
H 0.713418 -1.513818 -4.249069 0.01 0.01 -0.01 0.000
H 2.263972 -0.767648 -4.638299 0.00 0.01 0.02 0.000
H 0.541581 -1.702238 -6.610707 -0.01 0.00 0.02 0.000
H 1.715638 -0.406651 -6.885578 0.00 -0.02 0.00 0.000
H -0.927282 0.127527 -5.803703 -0.02 0.00 0.01 0.000
H -0.655009 0.141189 -7.446578 0.04 0.01 -0.01 0.000
H -0.579686 2.329315 -6.353171 0.01 0.00 0.02 0.000
H 0.911058 1.903223 -7.220338 -0.01 0.01 0.01 0.000
H 0.842102 2.622252 -4.489371 0.00 -0.02 -0.01 0.000
H 2.146600 1.682343 -5.212218 -0.01 0.00 0.00 0.000
```
Forces are in eV/Å.

Summary:
spin multiplicity: 3
HOMO-LUMO gap (alpha / beta): 3.6 / 3.6 eV
highest occupied orbital energy (alpha / beta): -5.6 / -5.6 eV